(1)
A molecular structure, C21H47INNbO7P at a distorted geometry, computed with the ωB97M-V functional and the def2-TZVPD basis.

Output
- Total charge: -1
- Lowest unoccupied orbital energy: 1.61 eV
- Relative energy (zero: lowest compared OMol25 entry of this formula, charge and spin): 135.29 kcal per mole
- Frontier orbital gap: 5.74 eV
- HOMO: -4.131 eV

Positions of all 79 atoms, in Å:
C 4.617509 -3.903603 2.308791
C 4.939498 -3.186007 0.869504
O 4.179373 -3.694062 -0.274620
C 2.730174 -3.721314 -0.046541
C 2.097584 -2.242023 0.415866
O 0.659265 -2.193950 0.411794
Nb -0.273964 -0.503756 -0.372843
C 1.182519 -0.334809 -2.185219
C 1.540359 -1.774816 -2.869414
O 2.996892 -2.012710 -2.893027
C 0.902931 1.003694 0.851573
C 1.680279 0.543919 2.166931
C 0.990715 -0.465749 3.223846
I 0.346886 0.729137 4.974580
C -1.544477 -1.880881 -1.657867
C -3.153189 -1.598122 -1.666473
C -4.059921 -2.676937 -0.801080
C -5.604469 -2.140094 -0.544312
C -5.721880 -0.807274 0.393717
N -5.915507 -1.075809 1.875422
C -1.388737 1.255099 -1.296094
C -0.491676 2.525823 -1.769697
C -1.287632 3.886054 -1.236865
C -0.619819 5.290998 -1.752197
C 0.928026 5.442129 -1.214807
O 0.948958 5.756843 0.246575
C 2.368537 5.634919 0.632283
C 2.880293 4.130199 1.102801
O 3.169547 6.705953 0.543127
P -2.215185 -0.598337 1.363203
O -2.192307 -2.142601 2.191187
O -2.106184 0.726683 2.485572
H 4.814861 -5.064823 2.320712
H 3.477940 -3.770077 2.637600
H 5.252421 -3.420680 3.178714
H 4.815905 -2.012118 0.976152
H 6.100986 -3.356880 0.666257
H 2.387355 -4.528198 0.758452
H 2.224996 -4.057266 -1.056361
H 2.449189 -2.144961 1.554430
H 2.689141 -1.420716 -0.158692
H 0.693695 0.334222 -3.017159
H 2.192800 0.182241 -1.829894
H 1.067835 -2.679923 -2.275737
H 1.080777 -1.829372 -3.964835
H 3.217101 -2.985692 -2.709404
H 0.183248 1.915778 1.125307
H 1.705053 1.481628 0.106989
H 2.727039 0.068424 1.843497
H 1.992434 1.525517 2.772281
H 1.863601 -1.164703 3.647308
H 0.179235 -1.197426 2.818506
H -1.406187 -2.999088 -1.261507
H -1.219659 -1.934075 -2.806264
H -3.492263 -0.535748 -1.325694
H -3.538550 -1.710912 -2.791717
H -4.188867 -3.619835 -1.522850
H -3.539736 -3.078434 0.164763
H -6.207053 -1.939505 -1.534076
H -6.158380 -3.014071 0.029256
H -4.841730 -0.043159 0.304248
H -6.694728 -0.224122 0.019121
H -4.959875 -1.034586 2.326219
H -6.499954 -0.277098 2.225216
H -2.253748 1.601299 -0.554724
H -1.961358 0.853681 -2.262167
H -0.562754 2.585520 -2.959133
H 0.641115 2.500692 -1.493992
H -2.380645 3.803769 -1.708789
H -1.427148 3.810614 -0.069758
H -0.739397 5.398379 -2.910865
H -1.239618 6.163744 -1.244439
H 1.403672 6.381625 -1.762711
H 1.594833 4.499284 -1.434271
H 4.050614 4.171547 1.334797
H 2.692936 3.427574 0.170024
H 2.289785 3.705712 2.033981
H -1.312484 -2.613281 2.091776
H -1.748831 1.566903 2.073713

Cartesian forces (eV/Å) of the 3 atoms listed first:
-0.8 -0.1 0.6
1.1 0.4 1.1
-0.8 0.4 1.9

---

(2)
A molecular structure, C21H48B3F3IN7O9S2, computed with the ωB97M-V functional and the def2-TZVPD basis.

Output
- Lowest unoccupied orbital energy: -0.85 eV
- Frontier orbital gap: 6.94 eV
- HOMO: -7.788 eV

Positions of all 94 atoms, in Å:
C -4.939584 0.156282 1.410113
C -4.368987 1.427524 2.052341
C -2.978990 1.242941 2.687565
C -1.914020 1.498354 1.632982
N -0.549967 1.157086 2.083156
B -0.293718 1.049962 3.583230
O -0.425977 -0.120915 4.242111
O -0.019918 2.217936 4.194925
C 0.152050 2.250884 5.626149
C 1.521944 1.756087 6.051899
C 0.381689 0.914816 1.195251
N 0.279928 1.075829 -0.124017
C -0.295766 2.201436 -0.832289
C 0.047611 3.533463 -0.171265
C -0.688270 4.700362 -0.817368
C -0.283221 4.938123 -2.278537
N 1.176671 4.931184 -2.446875
C 0.824954 -0.159564 -0.783367
C 1.678582 0.192602 -2.012153
C 1.011799 0.428402 -3.376622
N 1.394437 -0.652076 -4.280380
C -0.506076 -0.947751 -1.014202
C -0.616316 -2.257884 -1.818690
C -1.324774 -3.383351 -1.034357
I -1.856802 -1.974716 -3.560798
C 1.699452 -0.721255 0.435247
B 1.088370 -2.086032 1.049947
O 0.509356 -2.095409 2.316415
O 1.173484 -3.208249 0.301666
C 3.189344 -1.063738 0.166679
F 3.235816 -2.085366 -0.786952
C 3.933569 -1.545538 1.406303
C 5.432962 -1.239464 1.320000
N 1.603025 0.322745 1.549832
B 2.563713 1.486104 1.594960
N 2.672151 2.243552 2.821873
O 3.321747 1.790513 0.498670
H -4.453595 -0.739999 1.803270
H -6.005301 0.055941 1.611364
H -4.807310 0.142425 0.327480
H -4.325839 2.236810 1.317671
H -5.042596 1.771028 2.838895
H -2.874294 1.943529 3.519776
H -2.920570 0.216062 3.055752
H -1.968747 2.540746 1.309218
H -2.131329 0.871599 0.762834
H -0.805910 -0.837298 3.719331
H -0.647979 1.686570 6.107744
H 0.027061 3.295990 5.909520
H 2.285607 2.509836 5.868663
H 1.794138 0.841532 5.527249
H 1.510961 1.544357 7.123069
H 0.116285 2.205351 -1.840234
H -1.381809 2.111935 -0.958752
H 1.117025 3.710553 -0.329578
H -0.104274 3.510695 0.911532
H -0.465865 5.602150 -0.240835
H -1.774290 4.563379 -0.772721
H -0.671474 5.904969 -2.599119
H -0.742072 4.170505 -2.910699
H 1.497163 4.087859 -2.903274
H 1.486250 5.710243 -3.008959
H 2.413763 -0.594190 -2.163292
H 2.240774 1.087648 -1.727836
H 1.345486 1.409421 -3.752418
H -0.074548 0.479071 -3.322117
H 0.846615 -0.626103 -5.132438
H 2.362098 -0.530762 -4.559305
H -1.150404 -0.221866 -1.514098
H -0.960813 -1.090123 -0.022535
H 0.344539 -2.604584 -2.188638
H -0.862434 -4.342377 -1.272318
H -1.243040 -3.221460 0.044229
H -2.369401 -3.488512 -1.313642
H 0.981755 -2.642638 2.956781
H 0.632741 -3.931816 0.643412
H 3.721280 -0.237035 -0.282722
H 3.525032 -1.058814 2.295273
H 3.805641 -2.629186 1.462345
H 5.644458 -0.221781 1.652943
H 5.786020 -1.355552 0.294067
H 6.004404 -1.924626 1.945619
H 3.589337 2.658641 2.934406
H 1.965063 2.934681 3.031960
H 3.677074 2.685886 0.572629
N -3.496686 -5.715002 -5.243845
S -4.152358 -6.587426 -6.406939
O -4.633234 -7.857659 -5.975132
O -3.486642 -6.491360 -7.663243
F -5.451214 -5.695013 -6.567310
S -2.141575 -6.212497 -4.637544
O -1.846784 -5.508982 -3.425944
O -1.080589 -6.414279 -5.571069
F -2.477864 -7.683357 -4.123913

Cartesian forces (eV/Å) of the 3 atoms listed first:
0.1 0.0 -0.1
-0.1 0.0 0.3
-0.3 0.2 -0.3

---

(3)
6 unconnected molecules or ions with the total composition C21H48BrF6N2O7S2 at a distorted geometry, computed with the ωB97M-V functional and the def2-TZVPD basis.

Output
- Total charge: +1
- Lowest unoccupied orbital energy: -4.34 eV
- Frontier orbital gap: 7.24 eV
- HOMO: -11.582 eV

Positions of all 87 atoms, in Å:
O -0.526079 -0.998523 -3.852471
S -1.440784 -2.076019 -4.397562
O -1.701261 -1.666541 -5.835501
C -0.425928 -3.629315 -4.491598
F 0.160568 -3.779504 -5.757021
F -1.071648 -4.815555 -4.156432
F 0.654568 -3.478785 -3.595734
C -3.031255 -2.213445 -3.395766
C -2.559930 -2.369562 -1.850234
F -1.663748 -3.423506 -1.659763
F -1.961556 -1.219438 -1.335542
F -3.653463 -2.651626 -0.990171
N -3.743542 -0.913927 -3.632874
C -5.234459 -0.943315 -3.402749
S -5.725935 -0.318547 -1.698350
C -5.963030 -2.297553 -3.820537
N -5.296547 -3.495835 -3.253964
C -3.891097 -3.523763 -3.720642
Br -3.901902 -4.074604 -5.634287
H -3.376919 -0.135954 -3.032893
H -3.614564 -0.554057 -4.610028
H -5.672147 -0.139109 -4.103149
H -6.055856 -1.522111 -1.055184
H -6.162725 -2.356429 -4.953018
H -7.010406 -2.251561 -3.345171
H -5.791448 -4.370197 -3.471756
H -3.387026 -4.386733 -3.149641
C 1.858849 1.932796 -1.839482
C 2.785746 1.134135 -2.741905
C 2.515245 -0.357827 -2.628784
O 4.139351 1.399139 -2.384734
H 2.006953 1.659699 -0.789438
H 2.070949 3.002153 -1.921286
H 0.810251 1.763103 -2.100062
H 2.654898 1.454085 -3.779238
H 2.684902 -0.709110 -1.605512
H 3.195127 -0.921576 -3.273166
H 1.486984 -0.594612 -2.912970
H 4.265394 1.119276 -1.467622
C 2.330480 -1.560306 2.919572
C 3.262168 -1.556545 1.717737
C 4.429994 -2.509208 1.919663
O 3.758158 -0.236077 1.506206
H 2.856483 -1.233108 3.821832
H 1.502362 -0.863147 2.765499
H 1.919715 -2.557409 3.097672
H 2.705789 -1.842060 0.820303
H 5.028060 -2.214430 2.787855
H 5.096998 -2.487841 1.053717
H 4.082354 -3.534675 2.067812
H 4.252926 0.026711 2.295673
C -7.635277 -0.446891 3.695843
C -6.857083 -0.705499 2.415854
C -5.411106 -1.073458 2.711648
O -6.891665 0.462325 1.594542
H -7.201455 0.388726 4.253952
H -8.668429 -0.172929 3.468092
H -7.641547 -1.329934 4.339294
H -7.334068 -1.512797 1.852508
H -4.900764 -0.259532 3.235823
H -4.860132 -1.245706 1.782262
H -5.350769 -1.975236 3.325713
H -6.472548 1.182646 2.083458
C 6.115438 2.616425 2.408137
C 6.937636 2.065714 3.561297
C 8.427531 2.238951 3.312975
O 6.642843 0.678648 3.732646
H 6.345739 2.088892 1.476724
H 5.047361 2.474399 2.596393
H 6.305589 3.682424 2.261118
H 6.658377 2.574476 4.487658
H 8.738600 1.698617 2.413113
H 9.005536 1.827875 4.144474
H 8.687998 3.293478 3.193825
H 6.887321 0.220298 2.917619
C 1.697264 3.446273 2.428672
C 0.618775 4.367263 1.880120
C 1.223622 5.526604 1.103838
O -0.164873 4.875929 2.957688
H 2.355240 3.983374 3.119414
H 1.249456 2.624421 2.993642
H 2.305360 3.026378 1.623016
H -0.052968 3.800069 1.229717
H 1.865050 6.135525 1.748737
H 0.438523 6.186145 0.725106
H 1.817757 5.169086 0.258838
H 0.419633 5.379331 3.538963

Cartesian forces (eV/Å) of the 3 atoms listed first:
-3.2 -3.7 0.3
3.6 6.6 -4.8
-1.0 -2.2 3.9